No. 1
ORCA calculation (ωB97M-V with the def2-TZVPD basis set) on an isolated molecule of CH4N2O.

Values from the calculation:
- Expectation value of S²: 2.0073
- E_HOMO (alpha / beta): -7.048 / -10.728 eV
- Energy above the lowest of the compared OMol25 structures with the same formula, charge and spin: 5.53 kcal per mole
- M: 60.06 g/mol
- Orbital gap (alpha / beta): 8.142 / 8.915 eV

The geometry in ORCA input format:
```
! wB97M-V def2-TZVPD RIJCOSX def2/J DEFGRID3
* xyz 0 3
O 0.9590 -1.2667 0.1770
N -0.6553 0.7159 -0.2397
N -1.0533 0.6226 0.9326
C 0.4184 -0.1987 -0.6273
H -1.7833 1.3236 1.1095
H 1.2332 0.4977 -0.8928
H 0.7971 -1.0304 1.0993
H 0.0843 -0.6641 -1.5587
*
```

***

No. 2
ORCA calculation (ωB97M-V with the def2-TZVPD basis set) on a structure of composition C28H35As2BCrN9O9.

Values from the calculation:
- Expectation value of S²: 0.7563
- E_HOMO (alpha / beta): -14.116 / -14.117 eV
- Energy above the lowest of the compared OMol25 structures with the same formula, charge and spin: 4.99 kcal per mole
- M: 854.29 g/mol
- Orbital gap (alpha / beta): 6.567 / 7.115 eV

The geometry in ORCA input format:
```
! wB97M-V def2-TZVPD RIJCOSX def2/J DEFGRID3
* xyz 2 2
As -2.6391 2.8744 -2.5771
As -0.0999 1.8615 0.1781
Cr 0.3172 -0.8387 -0.0295
O 0.0373 2.4197 -3.9792
O -3.5645 -0.0603 -1.4141
O -3.9258 5.1376 -0.8391
O -1.9987 2.3069 2.6081
O 1.5701 2.7523 -2.3715
O -2.1788 4.4622 2.2474
O -1.7226 -0.6015 -0.2836
O -4.8873 3.6767 0.5028
O 0.5245 -0.8238 -1.9777
N 1.0470 -3.5453 0.6844
N 0.1363 -1.0944 1.9404
N 1.0343 -1.9125 2.5769
N 3.7892 -4.3969 1.8231
N 2.2005 -2.2535 -2.5241
N 2.7253 -3.8530 2.4861
N 2.8808 -1.8562 0.9174
N 0.3132 -2.8125 -0.1759
N 2.2591 -0.8723 0.2150
C 0.0413 -0.6868 4.1384
C 4.2130 -5.3882 2.5808
C -2.4249 0.2168 -1.2093
C -1.7983 2.9047 0.3631
C -3.9046 4.0640 -0.3031
C -1.8577 5.6460 1.4795
C -1.9928 3.2302 1.8257
C 3.4261 -5.5303 3.7399
C 0.3651 2.3844 -2.8282
C 0.9980 -1.6574 3.8855
C 4.1970 -1.6395 0.9149
C -0.0986 -4.9714 -0.5547
C -5.0812 2.3152 0.9196
C -4.5044 2.4013 -2.8772
C 2.4863 -4.5427 3.6377
C -0.4223 1.7012 -1.7299
C 2.4378 3.3541 -3.3625
C 1.2727 -1.3776 -2.8416
C -1.6737 1.2575 -1.9909
C 1.1543 3.3169 0.4233
C -2.6302 -1.5495 0.3833
C 0.8219 -4.8463 0.4751
C -0.3900 -3.6687 -0.9302
C 1.0942 -0.9826 -4.2693
C -0.4680 -0.3649 2.8969
C 4.4580 -0.4880 0.1780
C -2.7149 3.1726 -0.5708
C 3.2180 -0.0446 -0.2384
B 1.9572 -2.8310 1.7236
H 1.4475 -1.7473 -4.9573
H -0.4940 -5.8810 -0.9699
H -0.2349 -0.2727 5.0911
H -1.2226 0.3615 2.6399
H 3.3484 3.6126 -2.8329
H -4.9088 1.7116 -2.1479
H -3.0575 -2.2204 -0.3555
H 0.9815 3.6940 1.4334
H -1.1304 6.2003 2.0662
H 3.5296 -6.2533 4.5290
H -3.4128 -0.9820 0.8779
H 2.9480 0.8094 -0.8429
H 5.0660 -5.9708 2.2730
H -5.4131 2.3564 1.9528
H -1.0521 -3.3020 -1.6989
H 2.1772 2.9592 0.3486
H 1.6617 -2.1600 4.5674
H -1.4554 5.3939 0.5023
H -2.0193 -2.0852 1.0977
H 1.9638 4.2406 -3.7762
H 2.7681 -2.6784 -3.2407
H -4.5667 1.9663 -3.8744
H 2.6389 2.6461 -4.1636
H -5.8546 1.8732 0.2940
H 2.3536 -2.5272 -1.5639
H 5.4189 -0.0475 -0.0177
H -4.1638 1.7350 0.8532
H 4.8588 -2.3216 1.4203
H -2.7716 6.2209 1.3676
H 1.3298 -5.5916 1.0648
H -5.0548 3.3432 -2.8803
H 1.6485 -4.3266 4.2773
H 0.0463 -0.7587 -4.4524
H 0.9694 4.1006 -0.3053
H 1.6594 -0.0647 -4.4439
*
```